P | Entry from the OMol25 dataset: a cluster of 5 separate species, C2H12O4 in total (ωB97M-V with the def2-TZVPD basis set).

The geometry in XYZ format:
```
18
C2H12O4 ωB97M-V with the def2-TZVPD basis set
O -2.3042 -0.6714 2.2344
O -1.0535 -2.9886 -1.1771
O -1.3085 1.1258 -0.1585
O 0.3377 -0.7695 1.3077
C 2.0390 0.5990 -0.6212
C 1.7059 1.6085 -1.4252
H 1.6044 2.5964 -1.0133
H -1.6538 -2.2428 -1.0920
H -0.4441 -2.9195 -0.4352
H -2.4461 0.2675 2.0718
H -1.3517 -0.7956 2.0553
H 1.9517 -0.4169 -0.9683
H 0.2660 -0.1276 0.6071
H 2.3455 1.0142 0.3303
H 0.8305 -0.5255 2.0924
H 1.6228 1.5024 -2.5015
H -1.0302 0.6885 -0.9748
H -1.1113 2.0551 -0.3319
```

Orbital gap: 10.839 eV
Multiplicity: 1
HOMO energy: -10.5382 eV

Atom charges from the Löwdin analysis, given in e for atoms 1 to 2: number 1, O, carries -0.088; number 2, O, carries -0.058

***

Q | Entry from the OMol25 dataset: a cluster of 5 separate species, C2H12O4 in total (ωB97M-V with the def2-TZVPD basis set).

The geometry in XYZ format:
```
18
C2H12O4 ωB97M-V with the def2-TZVPD basis set
O 1.8864 -2.2974 -1.1648
O -0.0242 -0.4966 -2.8511
O -1.8568 -2.8430 -2.1127
O 1.5501 -0.1394 1.5075
C -1.5548 3.5795 2.1678
C -0.6379 2.6264 2.4244
H -2.5664 3.2141 2.0085
H 0.7010 -0.4575 1.2358
H 0.3931 2.9389 2.4673
H 1.5766 -3.2068 -1.2442
H 2.3037 -0.4696 1.0060
H -1.5607 -3.2381 -1.2761
H 2.6694 -2.1179 -1.7086
H 0.0086 -1.1063 -2.1309
H -0.9648 1.6225 2.6318
H 0.6731 0.1574 -2.8279
H -1.2173 -2.3642 -2.6243
H -1.3792 4.5981 2.4913
```

Orbital gap: 9.679 eV
Multiplicity: 1
HOMO energy: -9.6338 eV

Atom charges from the Löwdin analysis, given in e for atoms 1 to 2: number 1, O, carries -0.054; number 2, O, carries -0.043

***

Which of them is the most stable? Correct choice: P.

***

P | Entry from the OMol25 dataset: a cluster of 5 separate species, C2H12O4 in total (ωB97M-V with the def2-TZVPD basis set).

The geometry in XYZ format:
```
18
C2H12O4 ωB97M-V with the def2-TZVPD basis set
O 0.4947 -2.2013 0.8515
O -2.9682 0.8850 -1.1162
O -3.1640 -1.8774 1.2627
O 2.1624 -2.5964 4.0011
C 1.6204 2.1438 -2.8119
C 1.7333 3.2873 -2.0807
H -3.7688 1.4133 -1.0118
H 2.5046 3.9449 -2.5091
H 0.8569 1.3671 -2.7708
H 2.3848 1.9978 -3.5911
H -3.3748 -1.0802 1.7684
H 0.8959 -1.6009 0.2104
H -2.2003 -1.7769 1.2487
H 1.0384 3.5758 -1.3059
H 2.3773 -3.5362 3.9530
H 1.2679 -2.6439 4.3653
H -2.9459 0.7621 -2.0769
H 1.0853 -2.0640 1.6133
```

Orbital gap: 10.675 eV
Multiplicity: 1
HOMO energy: -10.0795 eV

Atom charges from the Löwdin analysis, given in e for atoms 1 to 2: number 1, O, carries -0.062; number 2, O, carries -0.066

***

Q | Entry from the OMol25 dataset: a cluster of 5 separate species, C2H12O4 in total (ωB97M-V with the def2-TZVPD basis set).

The geometry in XYZ format:
```
18
C2H12O4 ωB97M-V with the def2-TZVPD basis set
O 0.0896 2.1631 -0.0466
O 2.0045 -1.7947 0.8418
O 0.1731 0.0733 1.9790
O 1.9167 -0.3144 -1.7086
C -1.6628 -0.1530 -1.0980
C -2.2432 0.0640 0.1297
H 0.1325 1.5015 0.6957
H -3.2123 0.5290 0.1997
H -2.1691 0.2899 -1.9483
H 1.6085 -1.2373 0.0837
H 1.9131 0.5060 -1.1813
H 2.1586 -2.5692 0.4028
H 0.4800 0.4642 2.7863
H 0.8154 -0.7030 1.8078
H -0.7400 1.8920 -0.4608
H -0.6087 -0.2262 -1.1004
H -1.9874 -0.3791 1.0577
H 1.3314 -0.1061 -2.4402
```

Orbital gap: 10.646 eV
Multiplicity: 1
HOMO energy: -10.0159 eV

Atom charges from the Löwdin analysis, given in e for atoms 1 to 2: number 1, O, carries -0.096; number 2, O, carries -0.047

***

Which of them is the most stable? Correct choice: Q.

***

P | Entry from the OMol25 dataset: the ion C4H16NSi2 with charge +1 (ωB97M-V with the def2-TZVPD basis set).

The geometry in XYZ format:
```
23
C4H16NSi2 ωB97M-V with the def2-TZVPD basis set
Si -0.5456 2.8677 0.1432
Si -2.1242 0.3443 -1.4184
N -0.0987 0.0455 0.9605
C 0.2722 -2.4027 0.5297
C 0.9445 -1.0343 0.6717
C -0.4430 1.0361 -0.4874
C 2.1241 -0.7119 -0.2557
H -3.1540 0.2132 -0.3207
H -0.3422 -2.5388 -0.2778
H 0.5277 0.9722 -1.0611
H -0.3046 -2.6995 1.4296
H 3.0420 -1.2640 -0.0287
H 1.2903 -1.1637 1.7210
H -1.0648 -0.2611 1.2307
H 2.3452 0.3284 -0.1273
H -2.2736 1.2530 -2.5081
H -1.9797 -1.0746 -1.6004
H -0.3283 3.4105 -1.3092
H 1.8256 -0.8394 -1.2933
H 0.9469 -3.2373 0.5311
H 0.7743 2.8727 0.7639
H 0.0809 0.8190 1.5436
H -1.5150 3.0648 1.1630
```

Total charge: +1
Orbital gap: 11.506 eV
Multiplicity: 1
HOMO energy: -14.6721 eV

Atom charges from the Löwdin analysis, given in e for atoms 1 to 2: number 1, Si, carries 0.659; number 2, Si, carries 0.687

***

Q | Entry from the OMol25 dataset: the ion C4H16NSi2 with charge +1 (ωB97M-V with the def2-TZVPD basis set).

The geometry in XYZ format:
```
23
C4H16NSi2 ωB97M-V with the def2-TZVPD basis set
Si -1.6214 1.9008 0.3373
Si -2.7125 -1.3127 -0.2180
N -0.0036 -0.4804 -0.5049
C 1.2951 0.1699 -0.0740
C 2.4217 -0.1541 -1.1606
C 1.7357 -0.0062 1.2884
C -1.2379 0.0117 0.2003
H -0.9057 -0.2910 1.2853
H -2.7171 -1.2612 -1.6350
H -0.9549 2.3673 -0.9509
H 1.7721 -1.0616 1.6883
H 2.9147 -1.1077 -0.8753
H -0.9860 2.2813 1.5743
H 1.1114 1.2621 -0.3096
H 3.1528 0.5219 -1.0983
H 2.7439 0.4766 1.3761
H 1.0371 0.7067 1.9805
H -0.0242 -0.2440 -1.5719
H 0.1437 -1.5661 -0.5042
H -3.1170 2.0826 0.6266
H 2.2165 -0.4291 -2.2028
H -2.0625 -2.5237 0.2661
H -3.8801 -1.2654 0.5065
```

Total charge: +1
Orbital gap: 11.476 eV
Multiplicity: 1
HOMO energy: -14.5832 eV

Atom charges from the Löwdin analysis, given in e for atoms 1 to 2: number 1, Si, carries 0.675; number 2, Si, carries 0.722

***

Which of them is the most stable? Correct choice: Q.